Record 1
The following is a DFT calculation (ωB97M-V/def2-TZVPD) of 5 unconnected molecules or ions with the total composition C21H53FIN5O8P in a non-equilibrium geometry.

The total energy is -66572.9353 eV. The highest occupied orbital energy comes out at -4.7220 eV. The LUMO energy is 2.10 eV. Its net charge is -1. The value obtained for the largest force on an atom is 3.34 eV Å⁻¹.

Geometry as XYZ:
```
90
Properties=species:S:1:pos:R:3:forces:R:3:mulliken_charge:R:1
O -0.306356 -3.321157 4.027151 -0.10 -0.17 -1.59 -0.7038
C -1.346669 -2.630179 3.891097 0.64 -0.07 3.27 0.1990
O -1.842586 -2.018493 4.893473 -0.65 -0.02 -2.54 -0.7347
C -1.970213 -2.578841 2.447494 -0.13 -0.38 -0.97 0.4207
N -1.806011 -1.287856 1.741237 0.51 -0.62 -0.31 -0.5522
I -2.789698 0.274742 2.648892 0.09 0.06 0.07 0.1270
C -0.394716 -0.984352 1.431304 0.78 1.38 0.25 0.2133
C 0.048254 -1.290028 -0.053457 0.04 -0.66 0.09 0.0365
C -0.773893 -2.389965 -0.801741 0.95 -0.07 -0.38 0.0750
F -1.314239 -1.823991 -2.001266 0.13 -0.53 0.94 -0.3792
P -3.802533 -3.037006 2.415962 -1.99 -0.36 1.06 0.0916
O -3.782398 -4.708036 2.055784 1.22 1.67 -0.76 -0.4443
O -4.511964 -2.309185 1.048127 1.88 -0.76 0.39 -0.4640
H -1.426858 -3.366496 1.844512 -0.21 0.83 0.52 0.2822
H -0.270303 0.123787 1.573831 -0.01 -1.04 -0.21 -0.5277
H 0.338794 -1.443673 2.152445 -0.95 0.07 -0.53 0.3462
H 1.116921 -1.640746 -0.015821 -0.94 0.40 -0.05 0.3714
H 0.041809 -0.368493 -0.689669 -0.23 -0.74 0.57 -0.1143
H -0.080727 -3.212218 -1.127990 -0.70 0.72 0.15 0.2120
H -1.585600 -2.866188 -0.211082 0.36 0.73 -0.47 -0.1068
H -3.082196 -4.817863 1.379889 -0.42 -0.47 0.34 0.3318
H -3.825973 -2.090464 0.387287 -0.32 0.11 0.15 0.3464
C 3.388439 3.749953 3.379225 0.09 0.09 0.25 -1.4770
C 2.228969 4.300902 2.554502 0.20 -0.31 -0.16 0.2472
C 1.107136 3.277189 2.299627 -0.19 0.17 -0.06 -0.6739
O 1.413542 2.302886 1.313173 -0.09 -0.01 0.30 -0.2681
C 2.219934 1.231347 1.774081 0.10 0.03 -0.34 -0.6204
N 2.755322 4.844268 1.297233 -0.13 0.02 -0.03 -0.6665
H 4.053393 3.113884 2.794141 -0.10 0.00 -0.05 0.2701
H 3.997406 4.569233 3.768330 -0.04 -0.01 -0.08 0.3658
H 3.024950 3.172510 4.232605 0.01 -0.01 -0.04 0.3569
H 1.790876 5.125936 3.126268 -0.10 -0.04 -0.06 0.4935
H 0.239014 3.820403 1.913112 0.05 -0.06 -0.08 0.2935
H 0.780895 2.794579 3.229413 0.12 -0.06 0.02 0.4441
H 1.999498 0.964966 2.811270 0.02 0.05 0.01 0.4015
H 3.277206 1.481152 1.657999 0.06 -0.09 0.19 0.2663
H 2.018480 0.364159 1.143854 -0.05 0.07 0.02 0.0339
H 1.996034 5.300004 0.796850 0.07 0.02 0.00 0.2579
H 2.992255 4.051191 0.702027 -0.01 0.09 -0.01 0.2665
C 2.281450 5.064356 -4.707747 0.05 0.07 -0.22 -1.1604
C 3.141900 5.394481 -3.490414 -0.37 -0.18 0.03 0.2702
C 3.504391 4.164547 -2.637337 0.17 0.16 0.18 -0.7676
O 2.446748 3.680865 -1.825005 0.30 -0.06 -0.24 -0.2012
C 1.502632 2.871168 -2.505593 -0.30 0.02 0.36 -0.5109
N 2.463213 6.422747 -2.692816 0.17 -0.06 0.17 -0.7516
H 1.236520 4.891331 -4.448190 0.06 -0.05 0.06 0.0535
H 2.296229 5.894341 -5.417800 0.01 0.00 0.09 0.3948
H 2.656224 4.178419 -5.226002 -0.04 0.00 0.03 0.3301
H 4.080355 5.817961 -3.863777 0.03 -0.03 0.12 0.4226
H 4.295120 4.460287 -1.940114 -0.10 0.01 0.05 0.3533
H 3.920192 3.355896 -3.252367 -0.13 -0.02 -0.10 0.3989
H 1.967663 2.261576 -3.285334 0.02 0.09 -0.06 0.3489
H 0.710014 3.492314 -2.928241 -0.01 -0.14 -0.23 0.2027
H 1.041827 2.205622 -1.773150 0.12 0.06 0.06 0.0105
H 3.082353 6.714769 -1.939799 -0.01 0.08 -0.08 0.3083
H 1.691266 5.968507 -2.207199 -0.01 0.05 -0.12 0.3156
C -4.411635 2.884101 -5.170934 -0.26 0.02 -0.07 -1.4091
C -3.432552 3.955649 -4.700342 0.16 -0.39 -0.01 0.3064
C -2.247612 4.175374 -5.659379 0.06 0.27 0.17 -0.7426
O -1.248810 3.168204 -5.607333 -0.20 0.14 -0.26 -0.2612
C -1.560010 1.995022 -6.339435 0.29 -0.14 0.26 -0.7395
N -2.979095 3.620917 -3.345990 0.22 0.21 -0.15 -0.6912
H -4.040851 1.873303 -4.999144 0.07 0.07 0.01 0.2817
H -5.354533 2.970143 -4.627305 0.09 0.00 0.03 0.3591
H -4.631666 2.992362 -6.236238 0.02 -0.01 0.02 0.3384
H -3.986174 4.899195 -4.649886 0.12 0.04 -0.01 0.4029
H -1.742930 5.100202 -5.361666 0.05 -0.08 0.04 0.3252
H -2.588120 4.326603 -6.692174 -0.07 -0.13 -0.02 0.4323
H -2.126150 2.215644 -7.248821 -0.07 0.03 0.05 0.3301
H -2.107020 1.289940 -5.710842 -0.13 -0.06 -0.17 0.2486
H -0.619646 1.518153 -6.622219 0.00 0.10 0.01 0.2246
H -2.408724 4.385736 -2.992302 -0.14 0.01 0.09 0.2711
H -2.320870 2.847384 -3.426919 -0.17 -0.05 0.07 0.3181
C -0.200057 -6.497371 4.210784 -0.16 0.05 -0.17 -1.2163
C -0.561057 -7.799196 3.500441 0.36 0.12 0.39 0.6399
C -0.867898 -8.963125 4.460291 -0.16 -0.14 -0.35 -0.7965
O 0.277719 -9.550732 5.064252 -0.24 0.09 0.16 -0.4019
C 0.790255 -8.834771 6.174665 0.28 -0.22 -0.11 -0.6470
N 0.514305 -8.145470 2.560016 -0.14 -0.33 -0.05 -0.7534
H 0.821609 -6.497004 4.593566 -0.02 -0.08 -0.02 0.1385
H -0.276365 -5.654841 3.523279 0.04 0.01 0.15 0.1786
H -0.878009 -6.303350 5.044696 0.03 0.06 -0.04 0.3173
H -1.470927 -7.608694 2.921414 -0.01 -0.12 0.02 0.3701
H -1.332914 -9.766177 3.878136 0.11 -0.06 0.04 0.3636
H -1.598969 -8.670980 5.224423 0.10 0.13 0.06 0.4084
H -0.002286 -8.359220 6.758390 0.00 0.08 -0.08 0.2984
H 1.517100 -8.091038 5.843650 -0.10 0.17 0.15 0.2360
H 1.316507 -9.544967 6.816704 -0.08 -0.05 -0.05 0.2519
H 0.225140 -8.955505 2.015625 -0.01 0.09 -0.06 0.2697
H 1.297956 -8.492535 3.110314 -0.01 0.16 -0.03 0.3125
```
Positions in Å, forces in eV/Å.



Record 2
The following is a DFT calculation (ωB97M-V/def2-TZVPD) of 6 unconnected molecules or ions with the total composition C21H53NO6 in a non-equilibrium geometry.

The total energy is -36410.9584 eV. The highest occupied orbital energy comes out at -8.4806 eV. The LUMO energy is 0.31 eV. Its structure (SMILES) is CC1(C)CCCC(C)(C)N1O.CC(C)O.CC(C)O.CC(C)O.CC(C)O.O. The value obtained for the largest force on an atom is 1.25 eV Å⁻¹.

Geometry as XYZ:
```
81
Properties=species:S:1:pos:R:3:forces:R:3:mulliken_charge:R:1
C -0.440410 -1.135548 -2.623088 0.05 -0.05 -0.34 -1.6723
C -0.865631 -2.552224 -2.211151 -0.31 0.15 0.70 1.7433
C -1.685215 -2.472215 -0.901386 -0.33 1.19 -0.23 0.3669
C -3.138926 -2.036864 -1.132124 0.25 -0.13 -0.55 -0.4238
C -3.835056 -2.816300 -2.240812 -0.25 -0.16 0.10 -1.4060
C -3.019054 -2.890926 -3.548465 -0.61 0.64 0.17 1.5681
N -1.673657 -3.287767 -3.174505 0.38 -0.96 -0.21 0.2674
O -0.912068 -3.516263 -4.366769 0.04 0.29 0.10 -0.5037
C -3.634550 -3.996888 -4.405896 0.42 -0.26 0.23 -2.0538
C -3.134183 -1.538454 -4.297439 -0.20 -0.16 0.19 -1.5921
C 0.394769 -3.348344 -1.908147 0.20 -0.18 0.24 -2.0289
H -1.287338 -0.454744 -2.666562 0.06 0.07 0.00 0.2027
H 0.044831 -1.158826 -3.601757 -0.11 0.00 -0.02 0.4039
H 0.279375 -0.728141 -1.911867 -0.07 -0.05 0.08 0.4391
H -1.613467 -3.355830 -0.268892 0.02 -0.24 -0.25 0.4166
H -1.255513 -1.620876 -0.360621 0.28 -0.38 0.26 -0.7549
H -3.122485 -0.988778 -1.448239 -0.05 0.04 0.21 -0.1438
H -3.693494 -2.090606 -0.195084 -0.10 0.04 -0.02 0.5110
H -4.797086 -2.343144 -2.466753 0.06 0.01 -0.05 0.4612
H -4.089650 -3.830877 -1.915770 0.25 -0.02 0.03 0.3832
H -3.472468 -4.950173 -3.893776 -0.08 0.00 -0.08 0.4674
H -4.706284 -3.841016 -4.511659 -0.04 0.08 -0.09 0.4252
H -3.158143 -4.060131 -5.382430 -0.12 0.10 -0.07 0.4016
H -3.110937 -0.700419 -3.601408 0.11 0.04 -0.08 0.2441
H -2.357533 -1.403678 -5.048015 0.06 -0.09 0.01 0.2951
H -4.106978 -1.494584 -4.793131 0.06 -0.03 -0.06 0.4621
H 0.854360 -2.920578 -1.012599 0.12 0.07 -0.12 0.2715
H 1.111587 -3.309070 -2.727559 0.02 0.02 0.02 0.4571
H 0.180362 -4.392855 -1.665270 -0.15 0.03 -0.16 0.4802
H -0.619675 -4.425856 -4.254457 -0.02 -0.03 -0.12 0.3339
O 0.508505 0.843617 0.314591 -0.24 -0.24 -0.05 -0.4439
H 1.431283 1.095253 0.220604 0.02 0.09 0.00 0.1746
H 0.507407 0.172822 1.015356 0.22 0.07 0.08 0.2302
C -3.806829 2.653682 -0.392923 0.30 -0.59 0.11 -1.2912
C -2.869613 2.411977 0.788280 -0.64 -0.39 0.29 0.6988
C -2.956768 0.953820 1.260882 -0.05 0.39 -0.22 -0.7597
O -1.551823 2.811368 0.501878 0.03 0.06 -0.01 -0.5440
H -4.786499 2.248507 -0.131116 -0.14 0.25 -0.10 0.3473
H -3.439796 2.079257 -1.249263 -0.01 0.11 -0.04 0.1829
H -3.876063 3.700891 -0.673266 -0.02 0.07 0.06 0.3671
H -3.246706 2.986250 1.648136 0.23 0.27 -0.17 0.2212
H -3.962605 0.778076 1.645885 0.06 -0.11 0.11 0.5849
H -2.233003 0.809849 2.063226 -0.04 -0.17 0.05 -0.0003
H -2.788008 0.230661 0.456990 0.18 0.12 0.01 -0.1352
H -0.971235 2.035982 0.489155 0.15 0.14 -0.11 0.3450
C 2.198826 2.636201 3.339391 -0.13 -0.65 0.23 -0.7885
C 3.473442 1.835026 3.592247 0.08 0.30 -0.84 1.0239
C 4.446946 2.530221 4.510618 -0.27 -0.12 0.62 -1.4933
O 3.211221 0.537917 4.121128 0.01 0.21 0.08 -0.6299
H 2.414448 3.492726 2.704485 -0.05 0.16 0.09 0.3465
H 1.707968 2.934102 4.268962 0.09 0.15 -0.01 0.3117
H 1.501320 1.978942 2.809754 -0.07 0.21 -0.11 -0.0822
H 3.932620 1.763991 2.589714 0.17 -0.32 0.25 -0.0471
H 3.919627 2.840449 5.420758 0.08 0.06 -0.07 0.3549
H 4.888859 3.408232 4.046057 0.02 0.02 -0.08 0.3110
H 5.224133 1.836729 4.830979 0.13 0.04 -0.18 0.3898
H 2.559447 0.110027 3.549227 -0.02 0.03 0.01 0.3266
C 5.680227 3.796467 -1.601303 0.45 -0.10 -0.14 -1.4480
C 4.510697 3.763966 -0.634980 0.65 0.25 0.21 0.5075
C 3.622895 2.577117 -0.911722 0.55 -0.26 0.35 -1.0879
O 5.011698 3.660877 0.716921 -0.40 0.03 -0.44 -0.4395
H 5.343111 3.858373 -2.637406 -0.01 0.07 0.03 0.3736
H 6.307654 2.905590 -1.501796 -0.21 -0.09 0.03 0.3516
H 6.345894 4.642757 -1.406720 -0.18 0.11 -0.03 0.4067
H 3.964043 4.706646 -0.759606 -0.18 -0.10 0.18 0.1586
H 4.205818 1.674765 -0.698823 -0.03 0.00 -0.11 0.3868
H 3.374729 2.580661 -1.970311 -0.43 -0.09 0.07 0.4459
H 2.758115 2.557562 -0.251597 -0.21 0.23 -0.21 0.0679
H 5.706593 4.321053 0.807414 -0.03 -0.02 0.10 0.2734
C -0.177899 -0.342631 4.341327 0.17 0.71 0.30 -1.5026
C 0.250137 -1.427829 3.390075 -0.20 -0.38 0.20 0.5894
C -0.887916 -1.995799 2.561056 0.17 -0.83 -0.39 -0.9527
O 1.244680 -0.866533 2.508528 0.10 0.20 -0.10 -0.5761
H 0.658299 0.046269 4.929277 0.08 -0.21 -0.11 0.4047
H -0.922822 -0.695751 5.052876 -0.11 -0.12 -0.15 0.4274
H -0.577456 0.526548 3.809526 -0.15 -0.17 -0.09 0.1881
H 0.727107 -2.233577 3.958354 -0.05 0.03 0.01 0.4106
H -1.742252 -2.365706 3.129767 0.04 0.39 0.30 0.5174
H -0.543507 -2.894168 2.030814 0.11 0.23 -0.10 0.3455
H -1.227824 -1.291608 1.803274 -0.08 0.12 0.17 -0.1204
H 1.795392 -1.559649 2.128954 -0.13 -0.15 0.04 0.2483
```
Positions in Å, forces in eV/Å.



| no. | gap between HOMO and LUMO (eV) |
| --- | --- |
| 1 | 6.82 |
| 2 | 8.79 |